42
Properties=species:S:1:pos:R:3:forces:R:3 method="wB97M-V/def2-TZVPD" de_lowest_kj_mol=0.0 homo_energy_ev=-5.48 lumo_energy_ev=1.7 total_charge=-1 e_tot_ev=-33034.758
N -0.2876 2.1901 0.6296 0.69 -0.01 -2.68
O -0.0863 2.4997 -0.6058 -0.04 0.54 1.57
O -0.0136 2.9665 1.5516 -0.28 -0.33 -0.13
O -0.7070 1.0316 0.8042 -0.41 -0.46 1.24
C 0.1790 0.0268 -4.3295 -2.94 0.70 1.43
C -0.0504 0.3930 -2.8973 8.75 -10.18 -3.71
C 0.7294 -0.6101 -1.9172 1.42 0.64 -4.03
C 1.7999 -1.5347 -2.4196 -2.44 2.20 -4.74
C 1.9999 -1.6744 -4.0168 -2.49 2.36 3.98
C 1.0865 -0.9112 -4.8600 2.08 -1.43 4.40
N 2.6344 -2.4562 -1.5971 -2.47 1.29 1.26
O 2.1465 -2.7548 -0.4886 1.11 0.13 -1.42
O 3.6880 -2.8129 -2.0479 0.38 -0.45 0.06
H -0.6571 0.2876 -5.1237 1.89 0.29 1.80
H -0.7236 0.9736 -2.5663 -4.73 4.34 2.50
H 0.5590 -0.5663 -0.8645 -0.24 0.23 0.56
H 2.7913 -2.3500 -4.3195 -0.31 0.07 -0.28
H 1.0407 -1.1873 -5.8628 0.03 -0.06 -1.64
C -6.2131 0.1076 2.4132 0.88 -0.03 -1.21
O -7.2586 -0.3916 1.9313 2.61 1.25 1.35
N -4.9467 0.1221 1.7848 -1.21 0.93 2.53
C -3.7659 0.8566 2.5082 -1.45 0.03 0.32
C -4.7712 -0.4688 0.4619 1.91 0.88 1.07
H -6.1044 0.6889 3.4132 -0.67 -1.00 -1.22
H -2.7273 0.4865 2.2619 -1.37 0.58 -0.59
H -3.8142 0.6625 3.6291 -0.41 0.28 -1.36
H -3.9674 1.9709 2.3172 1.00 -1.62 0.27
H -4.4593 -1.5170 0.7145 -0.94 0.48 -1.43
H -3.8554 0.0553 0.1100 -0.45 -0.58 -0.25
H -5.5898 -0.1552 -0.2142 0.23 -1.12 0.46
C 3.2784 1.1654 0.2672 5.75 1.11 -0.38
O 4.2995 1.5152 -0.4826 -3.94 -1.85 3.24
N 3.4422 0.4954 1.5090 -0.18 1.62 -1.59
C 2.2860 -0.1025 2.1577 -2.29 -1.83 2.26
C 4.7985 0.1863 2.0950 -4.67 4.58 3.25
H 2.3330 1.6126 0.0052 -0.93 -0.55 0.14
H 1.2855 0.6275 2.4023 3.13 -1.82 -0.68
H 2.6087 -0.7850 3.1553 -0.60 2.56 -2.27
H 1.9009 -0.9944 1.5809 0.12 1.18 0.03
H 4.6150 0.1759 3.2222 0.38 0.07 -1.41
H 5.5383 0.8839 1.8818 1.06 1.21 -0.83
H 4.9587 -0.7093 1.8064 2.05 -6.22 -1.89



113
Properties=species:S:1:pos:R:3:forces:R:3 method="wB97M-V/def2-TZVPD" de_lowest_kj_mol=0.0 homo_energy_ev=-2.92 lumo_energy_ev=3.6 total_charge=-2 e_tot_ev=-126570.889
Sn -0.3435 0.1076 -0.1478 -0.47 -0.49 0.41
O 0.0212 2.8468 0.4134 0.03 -0.03 -0.13
S 1.4578 3.0260 0.1697 0.15 -0.12 -0.10
O 1.7818 4.0808 -0.7666 -0.07 0.22 0.17
O 2.1541 1.7691 -0.0852 -0.05 0.11 -0.11
C 2.0925 3.5103 1.7712 -0.04 -0.14 0.02
C 2.5657 4.8000 1.9507 0.06 0.02 0.00
C 3.1004 5.1805 3.1728 -0.01 0.00 -0.03
C 3.1667 4.2590 4.2064 0.00 0.00 0.04
C 2.6849 2.9711 4.0204 0.01 0.00 0.02
C 2.1276 2.5704 2.8083 -0.04 0.03 0.05
P 1.4459 0.8473 2.5868 0.11 0.27 0.08
C 0.6998 0.5781 4.2442 -0.02 -0.12 -0.09
C 0.6350 -0.7165 4.7638 0.05 0.00 0.01
C -0.1106 -0.9961 5.8989 -0.02 0.00 0.01
C -0.8143 0.0148 6.5389 0.00 0.02 0.00
C -0.7669 1.3042 6.0283 0.03 -0.04 0.04
C -0.0252 1.5793 4.8890 -0.02 0.02 0.00
C 3.0023 -0.1248 2.6994 -0.04 -0.03 -0.05
C 3.6936 -0.4025 3.8775 0.04 0.00 0.01
C 4.8474 -1.1721 3.8501 0.00 0.00 0.01
C 5.3223 -1.6757 2.6445 -0.03 0.01 0.00
C 4.6417 -1.4030 1.4668 0.06 -0.03 -0.02
C 3.4890 -0.6297 1.4944 -0.08 0.03 0.02
H 2.5201 5.4806 1.1107 0.00 0.01 0.00
H 3.4741 6.1876 3.3148 0.00 0.01 -0.01
H 3.5923 4.5410 5.1625 0.01 -0.01 0.00
H 2.7369 2.2653 4.8406 -0.01 0.01 0.00
H 1.1709 -1.5173 4.2683 -0.01 0.00 0.00
H -0.1505 -2.0117 6.2747 0.00 0.00 0.00
H -1.4067 -0.2004 7.4199 0.00 -0.01 0.00
H -1.3304 2.0956 6.5072 0.01 0.00 0.00
H -0.0198 2.5857 4.4867 0.01 -0.01 -0.01
H 3.3240 -0.0355 4.8278 -0.01 0.01 -0.01
H 5.3719 -1.3870 4.7742 0.00 0.00 0.00
H 6.2159 -2.2883 2.6273 0.00 0.00 0.00
H 4.9901 -1.7998 0.5206 -0.02 0.00 -0.01
H 2.9542 -0.4265 0.5742 0.04 -0.02 -0.01
O -1.1523 -3.9009 -1.1272 0.67 -1.60 -0.55
C -0.1564 -4.0405 -2.0932 -0.19 -0.09 0.31
N -0.7040 -4.2683 -3.4285 -0.03 -0.07 -0.08
C -0.5091 -3.5531 -4.5591 -0.14 0.05 0.04
O -0.8464 -3.9661 -5.6639 0.07 -0.03 -0.06
C 0.0749 -2.1882 -4.3779 0.05 -0.01 -0.01
C 1.1626 -1.7460 -5.1116 -0.02 0.02 -0.04
C 1.6588 -0.4762 -4.8625 0.00 -0.01 0.04
C 1.0523 0.2963 -3.8830 0.11 -0.16 0.06
N -0.0097 -0.1151 -3.1944 -0.15 0.22 -0.14
C -0.4871 -1.3254 -3.4475 0.08 0.01 0.06
H -1.4334 -2.9524 -1.0636 0.35 0.33 0.36
H 0.4418 -4.9144 -1.8247 0.04 -0.01 -0.03
H 0.5021 -3.1749 -2.1335 0.06 -0.06 -0.01
H -1.2290 -5.1197 -3.5632 0.06 -0.02 -0.05
H 1.6266 -2.3996 -5.8389 0.00 0.00 0.01
H 2.5323 -0.1078 -5.3826 0.01 -0.01 0.02
H 1.4576 1.2626 -3.6000 -0.03 0.03 -0.05
H -1.3255 -1.6399 -2.8341 -0.01 0.05 -0.10
C -3.9636 -3.0337 -1.9320 0.05 -0.04 -0.01
Si -3.4186 -1.8211 -0.5878 -0.88 0.00 0.13
C -4.0834 -2.5244 1.0396 0.13 0.00 -0.01
C -4.3968 -0.2384 -0.8731 0.15 0.04 0.02
O -1.8156 -1.6513 -0.5956 -0.18 1.54 0.12
H -5.0426 -3.2110 -1.8947 -0.03 0.08 0.02
H -3.4498 -3.9909 -1.8159 -0.06 0.08 0.00
H -3.7207 -2.6509 -2.9277 -0.01 0.00 -0.03
H -5.1770 -2.5631 1.0297 -0.01 0.01 -0.04
H -3.7703 -1.8910 1.8732 -0.01 -0.01 0.01
H -3.7064 -3.5348 1.2185 0.01 0.01 -0.01
H -5.4685 -0.4434 -0.9503 0.01 -0.07 0.01
H -4.0744 0.2621 -1.7875 -0.03 0.02 -0.02
H -4.2406 0.4518 -0.0406 -0.01 0.04 0.01
I 2.1039 -5.7807 0.9628 0.01 0.03 0.00
C 0.7589 -4.3389 1.6449 0.04 -0.08 0.02
C -0.3249 -4.6968 2.4226 -0.04 0.04 -0.01
C -1.1927 -3.6928 2.8219 0.02 -0.04 0.02
C -0.9427 -2.3923 2.4186 0.04 0.02 0.03
N 0.1039 -2.0571 1.6667 -0.08 -0.01 -0.11
C 0.9445 -3.0147 1.2819 0.06 0.06 0.01
H -0.4974 -5.7295 2.6953 0.01 0.00 0.01
H -2.0632 -3.9161 3.4244 -0.01 0.01 0.00
H -1.5975 -1.5764 2.6987 -0.02 -0.01 0.00
H 1.7673 -2.7084 0.6480 -0.01 -0.02 -0.03
S 4.0096 -2.8737 -2.8599 0.07 -0.03 -0.04
C 2.8593 -2.1248 -1.9415 -0.05 0.00 0.08
N 2.0317 -1.6222 -1.2861 0.13 -0.04 -0.12
C -1.8428 0.6356 1.6701 -0.02 0.01 -0.26
C -2.6223 0.9471 2.5597 0.08 0.00 -0.07
C -3.5485 1.2943 3.5967 -0.01 0.02 0.02
C -3.3510 2.4293 4.3918 -0.03 0.05 -0.06
C -4.2549 2.7695 5.3851 -0.01 0.00 0.00
C -5.3747 1.9805 5.6147 0.01 0.00 0.00
C -5.5802 0.8491 4.8357 -0.01 0.00 0.02
C -4.6815 0.5094 3.8376 0.00 -0.01 -0.02
H -2.4701 3.0361 4.2208 -0.02 0.00 -0.02
H -4.0811 3.6535 5.9877 0.00 0.00 0.00
H -6.0818 2.2474 6.3904 0.00 -0.01 0.01
H -6.4497 0.2255 5.0059 0.00 0.00 -0.01
H -4.8464 -0.3667 3.2232 0.00 0.00 0.01
N -3.6146 4.3711 1.2492 0.04 -0.09 0.13
C -3.7671 4.8245 -0.0148 0.00 0.03 -0.04
O -4.3874 5.8471 -0.2743 -0.01 -0.02 0.02
C -3.1402 3.9903 -1.0864 -0.01 -0.02 0.00
C -3.0904 4.4724 -2.3861 0.02 0.04 0.01
C -2.5003 3.6904 -3.3603 -0.01 -0.01 0.00
C -1.9841 2.4514 -3.0000 0.07 -0.07 -0.08
N -2.0404 1.9717 -1.7633 -0.04 0.04 0.19
C -2.6085 2.7343 -0.8333 0.04 0.03 -0.10
H -4.0328 4.8944 1.9971 0.00 0.03 -0.02
H -3.0339 3.5794 1.4770 0.00 0.04 0.02
H -3.5054 5.4490 -2.5996 -0.01 -0.01 0.00
H -2.4294 4.0292 -4.3853 0.01 -0.01 0.00
H -1.5016 1.8105 -3.7287 0.02 0.00 0.02
H -2.6276 2.2970 0.1539 -0.02 -0.05 0.06